The following is a DFT calculation (ωB97M-V/def2-TZVPD) of C26H56Cl18O4 as an isolated structure.

The geometry in XYZ format:
```
104
Properties=species:S:1:pos:R:3:forces:R:3:lowdin_charge:R:1
C 12.384 -6.207 -1.094 -0.82 -0.17 0.88 -0.135
O 12.912 -5.697 0.119 0.78 1.52 0.06 -0.206
C 13.128 -4.219 0.179 0.43 -2.18 1.88 -0.252
C 13.161 -3.623 1.662 -1.01 0.00 -2.09 -0.440
O 11.882 -3.717 2.283 -0.11 -0.11 0.49 -0.182
C 11.889 -3.008 3.530 1.01 -1.54 0.04 -0.281
H 12.402 -7.291 -0.979 0.35 -0.05 -0.19 0.082
H 12.828 -5.919 -2.047 0.60 0.25 0.16 0.080
H 11.319 -5.988 -1.165 -0.30 0.36 -0.10 0.073
H 12.298 -3.675 -0.271 2.95 -2.47 0.62 -0.175
H 14.067 -3.959 -0.311 0.11 -0.36 -0.02 0.068
H 13.436 -2.592 1.440 -1.41 -0.66 0.73 -0.009
H 14.003 -3.996 2.244 -2.64 0.71 -0.61 -0.125
H 11.860 -1.937 3.331 2.46 -3.38 0.75 -0.184
H 12.792 -3.219 4.103 -1.13 -1.16 -0.14 -0.025
H 11.006 -3.133 4.156 -0.35 -0.85 -0.35 0.102
C 18.181 -3.566 3.308 3.58 -0.61 -0.50 -0.082
O 18.223 -2.290 3.992 3.37 2.82 -7.48 -0.351
C 19.484 -1.614 4.122 -0.68 -1.95 -1.51 -0.165
C 19.837 -0.921 2.873 1.22 1.55 -0.30 -0.224
O 19.915 -1.617 1.630 1.68 -0.84 3.23 -0.308
C 20.871 -1.186 0.731 2.36 -1.29 -0.58 -0.154
H 18.887 -4.180 3.867 0.39 -0.10 -0.29 0.080
H 18.626 -3.434 2.322 -0.72 -0.21 -0.14 0.109
H 17.270 -4.158 3.387 0.86 1.50 -0.14 0.013
H 20.258 -2.349 4.342 -0.02 -0.07 0.67 0.156
H 19.242 -0.845 4.856 1.27 -0.41 -0.56 0.026
H 20.817 -0.571 3.196 0.46 0.70 -0.67 0.144
H 19.157 -0.078 2.753 0.56 -0.11 0.18 0.028
H 20.819 -0.221 0.227 -0.29 0.37 0.86 0.069
H 20.841 -1.882 -0.108 0.00 -0.32 -0.01 0.103
H 21.840 -1.378 1.193 0.40 0.53 -0.18 0.107
Cl 17.988 -0.618 6.320 0.03 3.13 1.79 0.906
C 16.325 -0.150 6.115 0.45 2.34 -0.43 -0.586
C 16.404 1.234 5.518 -0.06 0.98 1.22 -0.583
Cl 14.753 1.741 5.101 3.61 2.02 3.88 0.843
H 15.930 -0.009 7.120 -0.51 -0.65 -0.16 0.110
H 15.861 -0.890 5.462 0.07 1.15 0.38 -0.004
H 17.024 1.436 4.645 -0.29 -1.34 1.04 -0.060
H 16.688 1.931 6.306 0.44 -0.07 -0.07 0.089
Cl 13.309 -2.531 7.139 -0.78 1.16 -0.36 0.663
C 13.062 -1.103 5.998 -1.88 0.63 3.11 -0.757
C 12.581 0.087 6.716 -0.87 0.18 2.30 -0.563
Cl 11.934 1.284 5.627 0.18 0.93 6.03 0.811
H 12.425 -1.427 5.175 -0.72 0.08 0.76 0.024
H 14.013 -0.992 5.478 -1.16 2.25 3.63 -0.167
H 13.386 0.597 7.245 -0.11 -0.32 0.35 0.066
H 11.736 -0.153 7.361 0.30 0.06 0.39 0.078
Cl 15.747 -3.580 1.776 2.79 3.87 -5.64 0.889
C 15.473 -1.814 1.904 2.24 -2.13 2.06 -0.800
C 15.727 -1.335 3.397 -2.42 -5.69 0.63 -0.657
Cl 14.323 -2.013 4.418 6.68 -5.03 -7.29 0.870
H 14.481 -1.610 1.502 2.03 -2.85 1.74 -0.205
H 16.078 -1.202 1.235 -0.09 -1.62 0.98 -0.096
H 15.752 -0.256 3.543 -2.81 -2.07 2.22 -0.133
H 16.659 -1.745 3.787 -0.98 0.12 -0.10 0.042
Cl 10.957 -0.725 2.991 -3.45 6.95 1.39 0.842
C 11.851 0.849 3.306 -0.37 -0.31 -3.55 -0.552
C 13.344 0.559 3.532 -2.90 1.00 -1.51 -0.712
Cl 14.102 -0.097 2.105 -5.04 6.42 1.64 0.835
H 11.363 1.348 4.143 -0.77 -0.63 -3.45 -0.124
H 11.702 1.478 2.428 0.27 -0.28 -0.46 0.080
H 13.588 -0.061 4.395 -0.73 0.59 -1.36 -0.049
H 13.837 1.504 3.759 -1.89 -0.70 -2.49 -0.096
Cl 18.635 0.785 0.711 4.70 -7.48 -7.04 0.864
C 18.192 -0.942 0.488 -0.56 -0.94 -2.62 -0.532
C 17.059 -1.144 -0.503 0.25 1.02 -0.79 -0.476
Cl 15.675 -0.012 -0.288 7.17 5.98 -2.42 0.577
H 18.088 -1.472 1.435 -0.88 0.83 -0.66 0.057
H 19.039 -1.439 0.015 -1.08 0.19 -0.62 0.073
H 16.729 -2.181 -0.432 -0.36 -0.03 0.12 0.075
H 17.395 -0.980 -1.527 0.05 0.08 0.13 0.088
Cl 13.986 -1.418 -0.104 -8.47 -4.06 -4.88 0.619
C 12.470 -0.455 -0.233 -0.54 -0.65 -0.95 -0.473
C 11.232 -1.225 0.274 0.75 0.37 -0.24 -0.590
Cl 11.094 -2.748 -0.621 -4.84 3.45 -1.79 0.809
H 12.311 -0.255 -1.292 0.17 -0.07 -0.05 0.080
H 12.706 0.493 0.250 -0.44 -0.17 0.21 0.041
H 10.352 -0.593 0.156 -0.11 -0.08 -0.39 0.083
H 11.243 -1.463 1.338 0.63 -0.57 -1.78 -0.081
Cl 16.299 -7.493 4.575 0.02 -0.91 0.50 0.609
C 16.215 -5.749 4.758 -1.42 -0.79 -2.43 -0.792
C 15.683 -5.171 3.499 -1.89 -2.16 2.25 -0.751
Cl 13.914 -5.575 3.241 0.86 -2.20 2.00 0.772
H 17.247 -5.400 4.788 -1.81 -1.27 -1.19 -0.140
H 15.678 -5.429 5.652 0.01 -0.41 -0.17 0.069
H 16.128 -5.622 2.612 0.46 -0.02 0.31 0.060
H 15.816 -4.090 3.478 -0.90 -1.42 1.80 -0.069
Cl 16.829 0.210 2.595 6.03 9.21 -2.32 0.845
C 17.250 1.965 2.056 -1.83 2.89 3.49 -0.492
C 17.434 2.889 3.302 -1.26 -0.11 -1.20 -0.602
Cl 18.967 2.616 4.159 0.24 -0.20 -0.07 0.636
H 16.377 2.181 1.440 -0.07 0.42 0.24 0.072
H 18.120 1.900 1.403 -2.41 4.30 3.24 -0.216
H 16.580 2.712 3.956 0.45 0.68 -0.10 -0.009
H 17.426 3.959 3.097 -0.02 -0.19 -0.58 0.082
Cl 16.428 -3.127 8.319 0.03 -0.14 0.67 0.564
C 16.286 -2.891 6.558 0.59 -0.39 0.51 -0.751
C 17.637 -3.090 5.851 -3.43 -2.65 5.09 -0.661
Cl 18.106 -4.766 6.030 4.51 0.54 4.52 0.776
H 15.897 -1.876 6.473 0.23 -1.91 0.46 -0.053
H 15.489 -3.549 6.211 0.49 -0.04 0.01 0.001
H 18.400 -2.501 6.359 -0.19 -1.65 -0.53 -0.008
H 17.560 -2.827 4.796 -1.75 -1.09 3.87 -0.101
```
Positions in Å, forces in eV/Å.

The LUMO energy comes out at -0.09 eV. For the energy, the calculation gives -9606.8899 Eh. The spin multiplicity is 1. The value obtained for the gap between HOMO and LUMO is 0.2720 Ha. The value obtained for the energy above the lowest of the compared OMol25 structures with the same formula, charge and spin is 44.768 eV. For the largest force on an atom, the calculation gives 0.21968 hartree/bohr. The HOMO energy is -7.50 eV.